DFT (ωB97M-V with the def2-TZVPD basis set) results for a molecular structure, C30H45BrHgN2P2S at a distorted geometry.

Element x y z (Å)
C 1.39 4.47 0.74
C 4.56 -0.58 -0.23
C -4.59 -0.86 2.68
H 1.40 4.93 1.74
C -5.41 -1.51 1.77
C -2.64 -1.28 1.29
H 2.65 -2.46 0.52
H 6.14 -4.00 1.06
H -2.10 0.49 -5.61
H 8.50 -4.65 1.39
C 5.14 -1.41 0.69
C 2.30 2.13 2.42
C 8.98 -1.47 0.91
H 5.11 0.30 -0.57
C 1.91 -3.02 -1.41
C 6.56 -1.83 0.84
H 0.47 4.83 0.24
C -2.03 1.86 -1.86
H 2.50 5.81 -0.55
C -0.53 0.52 -4.09
H -1.15 2.88 0.89
C 3.46 -1.18 -1.06
H 1.29 -3.79 -0.98
C 6.90 -3.21 1.07
C -4.84 -2.06 0.61
C 1.87 1.03 3.39
P -1.12 2.11 -3.41
H -3.00 -2.35 -0.51
H -0.88 -0.27 -3.41
H 1.15 0.32 2.98
H -1.74 3.33 3.21
H 7.57 0.08 0.44
Br 0.53 -3.61 -3.75
H -0.48 0.83 -6.26
H -0.90 -0.81 -5.77
H 4.51 -2.07 1.31
S -1.01 -1.02 1.01
H 3.52 4.84 0.53
C 2.64 -1.72 -3.34
C 1.88 -2.82 -2.82
H 0.58 0.51 -4.06
H -4.93 -0.42 3.61
H -0.64 1.44 1.81
H -2.63 -0.30 3.10
C -0.47 2.53 1.67
H -1.67 2.57 -1.11
C -3.49 -1.94 0.38
C -3.56 2.02 -2.07
H -1.78 0.84 -1.52
H 9.85 -0.81 0.88
H 1.09 2.85 -3.63
P 1.23 2.62 0.99
H 1.43 1.46 4.29
H -4.06 2.18 -1.11
C 3.45 -0.97 -2.48
H -0.37 4.40 2.90
N -3.24 -0.79 2.44
H 2.75 0.44 3.65
H 4.06 -0.13 -2.85
H 0.31 3.60 -2.20
H -3.99 1.11 -2.52
C 2.65 -2.23 -0.56
H 0.79 5.18 -4.28
H -3.79 2.88 -2.73
H 3.20 1.74 1.94
H -0.12 2.89 3.82
H -0.43 4.26 -5.16
C 2.61 4.83 -0.09
C -1.04 0.24 -5.52
C 7.67 -0.97 0.72
H 2.63 3.06 2.89
H -0.89 5.22 -3.75
C 8.23 -3.61 1.21
N 9.25 -2.75 1.11
C 0.18 3.35 -3.27
C -0.66 3.34 2.97
H -6.48 -1.55 1.95
Hg 2.59 1.05 -0.40
H 2.76 4.11 -0.92
H -5.48 -2.56 -0.13
H 2.53 -1.43 -4.39
C -0.11 4.58 -4.16

The energy comes out at -138431.7951 eV. The charge is +2. As for the relative energy (zero: lowest compared OMol25 entry of this formula, charge and spin): 18.0 kcal per mole. The HOMO-LUMO gap comes out at 0.11207 Eh. The HOMO energy is -0.4208 Eh.

Here are the Löwdin charges for atoms 1 to 8, given in e: number 1, C, carries -0.3600; number 2, C, carries -0.1796; number 3, C, carries -0.0400; number 4, H, carries 0.0969; number 5, C, carries -0.0382; number 6, C, carries -0.7872; number 7, H, carries 0.1255; number 8, H, carries 0.1141